[1]
ORCA calculation (ωB97M-V/def2-TZVPD) on a structure of composition C14H32AlBeCl3FN6O10S.

HOMO level = -10.5 eV
orbital gap = 0.1197 hartree
E_LUMO = -7.246 eV

```
! wB97M-V def2-TZVPD RIJCOSX def2/J DEFGRID3
* xyz 1 1
C 0.169 0.757 0.575
C 0.663 1.196 -0.837
O 2.084 1.145 -0.870
C 0.325 2.630 -1.196
O -1.091 2.837 -1.079
N -1.792 2.420 -2.160
C -2.875 1.793 -1.859
N -3.861 1.225 -2.650
C -3.547 -0.097 -3.256
C -2.071 -0.390 -3.395
N -1.611 -1.512 -3.083
C -5.028 1.141 -1.698
C -4.545 1.886 -0.445
N -5.180 1.760 0.846
C -5.410 0.620 1.215
S -5.387 -0.905 1.502
N -3.116 1.678 -0.482
C -2.638 0.314 -0.181
H -0.586 -0.003 0.521
H -0.164 1.579 1.207
H 1.008 0.283 1.096
H 0.311 0.454 -1.567
H 2.311 0.210 -0.894
H 0.650 2.870 -2.210
H 0.797 3.294 -0.480
H -1.502 2.583 -3.120
H -3.969 -0.205 -4.255
H -3.961 -0.908 -2.660
H -1.370 0.353 -3.791
H -0.607 -1.527 -3.251
H -5.462 0.151 -1.570
H -5.807 1.708 -2.213
H -4.699 2.963 -0.757
H -1.776 0.041 -0.782
H -2.344 0.267 0.865
H -3.385 -0.464 -0.343
C 4.682 -2.544 -1.755
O 3.610 -3.069 -1.487
N 5.550 -2.064 -0.857
C 6.812 -1.445 -1.252
C 5.221 -2.164 0.556
H 5.025 -2.421 -2.795
H 7.634 -2.002 -0.816
H 6.829 -0.419 -0.887
H 6.906 -1.446 -2.331
H 5.085 -3.211 0.827
H 4.289 -1.634 0.757
H 6.019 -1.733 1.155
O -3.468 -4.003 5.453
Cl -4.023 -3.170 4.456
O -4.008 -1.798 4.840
O -5.326 -3.589 4.094
O -3.159 -3.297 3.196
O 8.686 -0.854 -3.479
H 9.246 -1.087 -4.233
Al -1.532 -2.585 2.419
O 1.646 -2.280 2.098
H 2.450 -2.835 2.078
H 1.871 -1.548 2.694
Cl 9.242 -0.511 -1.942
C -0.377 3.337 3.927
O 0.876 2.788 4.317
H -1.044 2.520 3.662
H -0.815 3.904 4.752
H -0.241 3.990 3.059
H 1.454 3.519 4.548
F 0.376 -0.936 2.262
Cl 0.716 -4.170 3.897
Be -5.461 4.535 0.025
*
```



[2]
ORCA calculation (ωB97M-V/def2-TZVPD) on a structure of composition C14H32Cl2NO2P2Sc.

HOMO level (alpha / beta) = -15.4 / -15.4 eV
ΔE to the lowest compared entry with this formula, charge and spin = 73.31 kcal per mole
orbital gap (alpha / beta) = 0.1771 / 0.1772 hartree
E_LUMO (alpha / beta) = -10.599 / -10.596 eV

```
! wB97M-V def2-TZVPD RIJCOSX def2/J DEFGRID3
* xyz 2 1
C 1.205 0.277 -3.789
C 1.274 0.424 -2.316
H 2.216 0.324 -4.229
H 0.582 1.078 -4.222
H 0.733 -0.687 -4.066
O 2.194 0.283 -1.558
Cl -2.433 -1.256 -2.974
Sc -0.943 -0.203 -1.524
P -0.376 2.473 -1.734
C 0.959 3.058 -0.640
C -0.101 3.468 -3.242
H -0.281 4.531 -3.015
H -1.619 4.507 -1.188
H -0.813 3.149 -4.016
H -2.701 3.094 -1.451
H 1.940 2.802 -1.055
H 0.919 3.348 -3.628
C -1.759 3.433 -1.006
H 0.877 4.144 -0.500
H -1.817 3.237 0.071
H 0.858 2.560 0.333
P -0.055 -2.771 -1.424
C 1.357 -3.224 -0.370
C -1.443 -3.595 -0.547
H -0.450 -3.452 -3.708
H -0.105 -4.862 -2.647
H 1.236 -3.792 -3.211
C 0.184 -3.829 -2.894
H -2.391 -3.295 -1.011
H -1.313 -4.683 -0.616
H 1.317 -4.297 -0.138
H 1.330 -2.638 0.559
H -1.464 -3.279 0.505
H 2.285 -2.980 -0.904
Cl -2.905 0.441 -0.264
O 0.104 -0.210 0.256
C 0.062 -0.201 1.536
C 1.321 -0.363 2.333
C 1.501 0.703 3.417
C 0.650 0.488 4.679
C -0.856 0.618 4.473
C -1.410 -0.431 3.529
N -1.117 -0.081 2.145
H 1.279 -1.363 2.803
H 2.161 -0.342 1.626
H 2.561 0.677 3.703
H 1.320 1.710 3.009
H 0.871 -0.501 5.098
H 0.959 1.229 5.429
H -1.387 0.524 5.428
H -1.081 1.610 4.067
H -1.007 -1.424 3.767
H -2.503 -0.468 3.601
H -1.928 0.036 1.520
*
```



[3]
ORCA calculation (ωB97M-V/def2-TZVPD) on a structure of composition C14H32HoNO2P2Si.

HOMO level (alpha / beta) = -13.3 / -13.0 eV
orbital gap (alpha / beta) = 0.2634 / 0.2271 hartree
E_LUMO (alpha / beta) = -6.136 / -6.850 eV

```
! wB97M-V def2-TZVPD RIJCOSX def2/J DEFGRID3
* xyz 2 5
Ho -0.105 -0.969 -0.267
P -2.109 -0.034 1.512
C -3.106 -0.340 -0.021
C -2.644 0.358 -1.293
N -1.308 0.501 -1.524
C -0.852 1.396 -2.444
C -1.711 1.930 -3.360
C -3.044 1.609 -3.281
C -3.527 0.872 -2.215
C 0.591 1.807 -2.429
P 1.677 0.707 -1.431
H -4.604 0.770 -2.074
H -1.371 2.607 -4.129
H -3.739 1.985 -4.025
H 0.982 1.825 -3.457
H 0.716 2.823 -2.003
H -3.172 -1.441 -0.139
H -4.099 0.042 0.259
H 0.609 -3.835 -1.191
O -0.150 -3.187 -1.067
H -0.940 -3.614 -1.384
H 3.267 -2.623 -0.453
O 2.843 -3.315 -0.998
H 3.599 -3.908 -1.175
C 2.188 -0.362 -2.802
H 2.663 0.274 -3.547
H 2.883 -1.139 -2.452
H 1.276 -0.803 -3.222
C 3.148 1.808 -1.321
H 3.929 1.273 -0.751
H 3.500 2.037 -2.331
H 2.825 2.732 -0.810
C -2.984 1.449 2.127
H -4.045 1.251 2.265
H -2.550 1.736 3.092
H -2.871 2.259 1.403
C -3.003 -1.206 2.592
H -2.519 -1.203 3.582
H -4.050 -0.927 2.682
H -2.925 -2.188 2.104
C 2.296 1.416 2.554
Si 1.310 -0.149 2.104
C 2.703 -1.420 1.752
C 0.529 -0.657 3.771
H 2.945 1.835 1.771
H 2.947 1.078 3.371
H 1.664 2.222 2.959
H 3.218 -1.450 2.713
H 2.383 -2.453 1.551
H 3.453 -1.105 1.009
H 1.397 -0.695 4.434
H -0.174 0.072 4.196
H 0.059 -1.648 3.791
*
```



no.,strongest force on any atom (eV/A),molecular weight (g/mol),electronic energy (eV)
1,6.7,637.9,-102540.4678
2,7.3,424.2,-84933.6507
3,2.0,501.4,-72860.8875